(1)
Density functional theory data (ωB97M-V with the def2-TZVPD basis set) for an isolated ion of composition C6H11N2 and charge +1 at a distorted geometry.

Structure (ORCA input):
```
! RIJCOSX wB97M-V def2-TZVPD def2/J DEFGRID3
* xyz 1 1
C -2.11 0.27 -0.15
C 0.32 -0.03 1.31
C 0.23 -0.74 -0.01
C 0.20 0.72 0.04
C 0.89 -1.96 -0.60
C 1.26 1.73 -0.29
N -1.76 -0.96 -0.21
N -1.18 1.22 -0.17
H -3.22 0.58 -0.03
H -0.43 -0.28 2.05
H 1.38 -0.08 1.76
H 0.60 -2.20 -1.71
H 0.75 -2.83 0.08
H 2.02 -1.90 -0.64
H 1.54 1.73 -1.29
H 2.17 1.59 0.21
H 0.84 2.73 -0.04
H -2.28 -1.83 -0.13
H -1.22 2.23 -0.18
*
```

* HOMO level: -0.5224 hartree
* Kohn-Sham gap: 10.305 eV
* maximum force: 0.0826 hartree/bohr
* calculated total energy: -344.3949 hartree

Electronic structure analysis, Löwdin charges in units of e:
1. C -0.1910
2. C -0.0108
3. C -0.1121
4. C -0.4086
5. C -0.0270
6. C 0.0342
7. N 0.1946
8. N 0.1292
9. H 0.1899
10. H 0.1302
11. H 0.1681
12. H 0.1267
13. H 0.0966
14. H 0.1090
15. H 0.0730
16. H 0.0763
17. H 0.1168
18. H 0.1374
19. H 0.1675

(2)
Density functional theory data (ωB97M-V with the def2-TZVPD basis set) for C34H54IrN2O2 as an isolated structure at a distorted geometry.

Structure (ORCA input):
```
! RIJCOSX wB97M-V def2-TZVPD def2/J DEFGRID3
* xyz 2 6
Ir 0.21 1.45 -1.61
C -1.03 4.29 -1.87
N 0.11 3.74 -1.14
C 1.35 4.32 -1.64
C -0.04 3.91 0.32
C -0.62 2.67 1.03
N 0.12 1.43 0.75
C -0.60 0.23 1.22
C -2.01 -0.02 0.74
C -2.81 -0.76 1.59
C -4.11 -1.16 1.24
C -4.62 -0.70 0.02
C -3.90 0.05 -0.88
C -2.51 0.36 -0.56
O -1.79 0.98 -1.40
C -4.52 0.58 -2.15
C -5.94 0.06 -2.38
C -3.69 0.19 -3.38
C -4.59 2.11 -2.01
C -4.94 -2.07 2.10
C -5.33 -3.30 1.25
C -4.20 -2.57 3.34
C -6.22 -1.33 2.54
C 1.47 1.45 1.33
C 2.43 0.39 0.85
C 3.08 -0.42 1.75
C 4.14 -1.26 1.37
C 4.52 -1.23 0.03
C 3.92 -0.46 -0.94
C 2.82 0.39 -0.54
O 2.21 1.14 -1.37
C 4.41 -0.55 -2.37
C 3.69 0.36 -3.36
C 5.90 -0.18 -2.40
C 4.24 -2.00 -2.85
C 4.84 -2.12 2.39
C 5.46 -1.20 3.47
C 5.95 -2.99 1.81
C 3.79 -3.04 3.05
H -1.06 5.38 -1.79
H -0.95 4.03 -2.93
H -1.96 3.88 -1.48
H 1.38 5.41 -1.47
H 2.21 3.87 -1.14
H 1.44 4.14 -2.70
H 0.94 4.14 0.74
H -0.70 4.75 0.54
H -0.65 2.87 2.10
H -1.65 2.52 0.68
H 0.02 -0.63 0.94
H -0.63 0.25 2.32
H -2.41 -1.06 2.54
H -5.63 -0.96 -0.23
H -5.96 -1.03 -2.44
H -6.62 0.39 -1.60
H -6.31 0.45 -3.32
H -3.59 -0.90 -3.43
H -4.19 0.53 -4.28
H -2.70 0.63 -3.35
H -5.19 2.39 -1.15
H -3.59 2.53 -1.91
H -5.05 2.54 -2.90
H -4.43 -3.81 0.90
H -5.91 -3.99 1.85
H -5.93 -3.03 0.39
H -3.29 -3.10 3.07
H -3.96 -1.74 4.01
H -4.84 -3.25 3.89
H -6.82 -1.03 1.69
H -6.81 -1.99 3.16
H -5.96 -0.45 3.12
H 1.92 2.41 1.09
H 1.39 1.39 2.43
H 2.79 -0.37 2.79
H 5.34 -1.86 -0.28
H 3.79 1.41 -3.09
H 4.12 0.23 -4.35
H 2.63 0.11 -3.44
H 6.05 0.84 -2.03
H 6.50 -0.86 -1.80
H 6.26 -0.22 -3.42
H 3.20 -2.31 -2.80
H 4.57 -2.08 -3.88
H 4.83 -2.70 -2.26
H 6.18 -0.53 3.01
H 4.72 -0.61 3.99
H 5.98 -1.82 4.20
H 6.75 -2.38 1.39
H 6.38 -3.60 2.60
H 5.57 -3.67 1.05
H 3.02 -2.48 3.57
H 3.33 -3.67 2.30
H 4.29 -3.68 3.78
*
```

* HOMO level (spin up / spin down): -0.5118 / -0.5458 hartree
* Kohn-Sham gap (spin up / spin down): 8.869 / 6.659 eV
* maximum force: 0.0268 hartree/bohr
* calculated total energy: -1691.6350 hartree
* expectation value of S²: 8.801

Electronic structure analysis, Löwdin charges in units of e:
1. Ir 1.3813
2. C -0.0747
3. N -0.3661
4. C -0.0787
5. C -0.1484
6. C -0.1376
7. N -0.2392
8. C -0.1100
9. C -0.0841
10. C 0.0584
11. C -0.0937
12. C 0.0582
13. C -0.0397
14. C -0.2438
15. O -0.1812
16. C -0.5284
17. C -0.0441
18. C -0.0238
19. C -0.0133
20. C -0.5476
21. C -0.0174
22. C -0.0501
23. C -0.0145
24. C -0.1083
25. C -0.1015
26. C 0.0542
27. C -0.0922
28. C 0.0615
29. C -0.0304
30. C -0.2367
31. O -0.1899
32. C -0.5282
33. C -0.0556
34. C -0.0170
35. C -0.0189
36. C -0.5476
37. C -0.0185
38. C -0.0446
39. C -0.0234
40. H 0.1123
41. H 0.0990
42. H 0.0735
43. H 0.1124
44. H 0.0848
45. H 0.0980
46. H 0.1192
47. H 0.1435
48. H 0.1485
49. H 0.1214
50. H 0.1468
51. H 0.1443
52. H 0.1191
53. H 0.1065
54. H 0.0973
55. H 0.0928
56. H 0.0978
57. H 0.1000
58. H 0.0965
59. H 0.0633
60. H 0.0996
61. H 0.0509
62. H 0.1008
63. H 0.0972
64. H 0.0989
65. H 0.0833
66. H 0.0921
67. H 0.0910
68. H 0.0973
69. H 0.0847
70. H 0.0990
71. H 0.0957
72. H 0.1292
73. H 0.1455
74. H 0.1279
75. H 0.1074
76. H 0.0876
77. H 0.0989
78. H 0.0754
79. H 0.0970
80. H 0.0833
81. H 0.0984
82. H 0.0945
83. H 0.0988
84. H 0.0844
85. H 0.0974
86. H 0.0814
87. H 0.0992
88. H 0.0951
89. H 0.0981
90. H 0.0947
91. H 0.0793
92. H 0.0958
93. H 0.0984

(3)
Density functional theory data (ωB97M-V with the def2-TZVPD basis set) for one molecule with the formula C5H10N2O2 at a distorted geometry.

Structure (ORCA input):
```
! RIJCOSX wB97M-V def2-TZVPD def2/J DEFGRID3
* xyz 0 1
C -2.85 -0.53 0.23
C -1.50 -0.96 -0.08
N -0.61 0.21 -0.07
C 0.61 0.00 -0.27
N 1.50 1.03 -0.26
C 0.90 2.35 -0.05
O 1.21 -1.25 -0.44
C 2.52 -1.50 -0.14
O 3.26 -0.81 0.56
H -2.91 -0.22 1.31
H -3.18 0.18 -0.51
H -3.55 -1.41 0.16
H -1.45 -1.51 -1.06
H -1.23 -1.66 0.74
H 2.40 0.76 0.17
H -0.04 2.37 -0.65
H 0.54 2.31 1.04
H 1.62 3.19 -0.20
H 2.76 -2.54 -0.47
*
```

* SMILES: CC/N=C(/NC)OC=O
* HOMO level: -0.3257 hartree
* Kohn-Sham gap: 9.605 eV
* maximum force: 0.0583 hartree/bohr
* calculated total energy: -456.4801 hartree

Electronic structure analysis, Löwdin charges in units of e:
1. C -0.1413
2. C -0.3194
3. N 0.1014
4. C -0.4467
5. N -0.0132
6. C -0.0913
7. O 0.0735
8. C -0.2356
9. O 0.0529
10. H 0.0951
11. H 0.0623
12. H 0.0880
13. H 0.1271
14. H 0.1174
15. H 0.1027
16. H 0.0788
17. H 0.1002
18. H 0.0880
19. H 0.1601

(4)
Density functional theory data (ωB97M-V with the def2-TZVPD basis set) for a 14-piece molecular cluster, C6H38NO14 overall.

Structure (ORCA input):
```
! RIJCOSX wB97M-V def2-TZVPD def2/J DEFGRID3
* xyz -1 1
C 2.12 -0.16 2.39
O 3.28 -0.45 1.60
C 1.25 0.90 1.71
C -0.23 0.84 2.13
C -1.00 -0.14 1.28
C -2.27 0.05 0.90
N -2.99 -0.80 0.06
C -2.45 -2.11 -0.25
H 2.42 0.20 3.38
H 1.60 -1.11 2.47
H 1.66 1.90 1.89
H 1.31 0.73 0.64
H -0.65 1.83 2.00
H -0.31 0.59 3.19
H -0.44 -0.99 0.91
H -2.79 0.96 1.16
H -3.98 -0.81 0.23
H -1.48 -2.02 -0.74
H -2.30 -2.74 0.64
H -3.13 -2.65 -0.91
H -0.17 -2.85 1.67
H 1.04 -2.90 0.70
O 0.54 -3.43 1.37
H 1.41 3.13 -0.70
H 1.83 1.74 -1.33
O 2.18 2.63 -0.99
H 1.52 -0.97 -0.88
H 2.54 -1.40 0.27
O 1.87 -1.76 -0.36
H -3.06 1.85 3.44
H -2.61 2.91 2.37
O -3.07 2.80 3.22
H 3.66 0.40 1.27
H 3.38 2.22 0.08
O 4.19 1.96 0.61
H -2.21 4.00 0.02
H -1.41 2.72 -0.32
O -1.78 3.25 0.44
H -2.31 0.06 4.60
H -2.45 -0.38 3.16
O -2.93 0.09 3.87
H -2.95 -0.03 -1.93
H -1.88 -0.28 -2.98
O -2.67 0.29 -2.80
H -0.04 -1.17 -3.92
H 0.15 -0.65 -2.45
O -0.46 -1.24 -3.04
H 3.08 -1.60 -4.43
H 1.92 -2.45 -3.86
O 2.15 -1.80 -4.57
H 4.88 1.85 -0.04
H 1.80 0.28 -2.63
O 1.19 0.31 -1.87
H 0.48 -2.74 -2.59
H 1.67 -2.95 -1.68
O 1.29 -3.29 -2.52
H -1.53 1.67 -2.24
H -0.07 1.50 -1.79
O -0.81 2.17 -1.80
*
```

* HOMO level: -0.2213 hartree
* Kohn-Sham gap: 8.641 eV
* maximum force: 0.0129 hartree/bohr
* calculated total energy: -1359.6732 hartree

Electronic structure analysis, Löwdin charges in units of e:
1. C -0.2296
2. O -0.1170
3. C -0.1793
4. C -0.1806
5. C -0.1003
6. C -0.1644
7. N -0.0935
8. C -0.0951
9. H 0.1160
10. H 0.1075
11. H 0.1155
12. H 0.0821
13. H 0.0865
14. H 0.1050
15. H 0.0733
16. H 0.1104
17. H 0.1191
18. H 0.0713
19. H 0.0821
20. H 0.0891
21. H -0.0074
22. H -0.0085
23. O -0.0916
24. H 0.0540
25. H 0.0041
26. O -0.0875
27. H 0.0217
28. H 0.0402
29. O -0.1231
30. H -0.0210
31. H -0.0166
32. O -0.0997
33. H 0.0459
34. H 0.0024
35. O -0.0791
36. H 0.0389
37. H 0.0009
38. O -0.0899
39. H 0.0484
40. H 0.0224
41. O -0.0490
42. H 0.0088
43. H -0.0002
44. O -0.0964
45. H 0.0592
46. H 0.0150
47. O -0.1264
48. H 0.0291
49. H -0.0094
50. O -0.0981
51. H 0.0498
52. H 0.0320
53. O -0.3402
54. H 0.0120
55. H 0.0181
56. O -0.0891
57. H 0.0192
58. H 0.0068
59. O -0.0938

What is the formula in the first record? C6H11N2

Among the records above, which one has the lowest calculated total energy? C34H54IrN2O2

Which of these has the highest maximum force? C6H11N2